{"formula": "C62H146F6N14O27", "method": "ωB97M-V/def2-TZVPD", "symbols": ["F", "F", "F", "F", "F", "F", "O", "O", "O", "O", "O", "O", "O", "O", "O", "O", "O", "O", "O", "O", "O", "O", "O", "O", "O", "O", "O", "O", "O", "O", "O", "O", "O", "N", "N", "N", "N", "N", "N", "N", "N", "N", "N", "N", "N", "N", "N", "C", "C", "C", "C", "C", "C", "C", "C", "C", "C", "C", "C", "C", "C", "C", "C", "C", "C", "C", "C", "C", "C", "C", "C", "C", "C", "C", "C", "C", "C", "C", "C", "C", "C", "C", "C", "C", "C", "C", "C", "C", "C", "C", "C", "C", "C", "C", "C", "C", "C", "C", "C", "C", "C", "C", "C", "C", "C", "C", "C", "C", "C", "H", "H", "H", "H", "H", "H", "H", "H", "H", "H", "H", "H", "H", "H", "H", "H", "H", "H", "H", "H", "H", "H", "H", "H", "H", "H", "H", "H", "H", "H", "H", "H", "H", "H", "H", "H", "H", "H", "H", "H", "H", "H", "H", "H", "H", "H", "H", "H", "H", "H", "H", "H", "H", "H", "H", "H", "H", "H", "H", "H", "H", "H", "H", "H", "H", "H", "H", "H", "H", "H", "H", "H", "H", "H", "H", "H", "H", "H", "H", "H", "H", "H", "H", "H", "H", "H", "H", "H", "H", "H", "H", "H", "H", "H", "H", "H", "H", "H", "H", "H", "H", "H", "H", "H", "H", "H", "H", "H", "H", "H", "H", "H", "H", "H", "H", "H", "H", "H", "H", "H", "H", "H", "H", "H", "H", "H", "H", "H", "H", "H", "H", "H", "H", "H", "H", "H", "H", "H", "H", "H", "H", "H", "H", "H", "H", "H"], "coordinates": [[18.91509, 18.15956, 25.42447], [22.43090, 16.21612, 17.10141], [22.42520, 14.07193, 17.45951], [17.31978, 19.44575, 24.76413], [19.18330, 19.41515, 23.68980], [21.59990, 14.92860, 15.58247], [24.51031, 21.51588, 23.25891], [20.53070, 15.43676, 18.93099], [16.11657, 15.08142, 20.06616], [14.18954, 15.22270, 20.99898], [12.99537, 19.83517, 24.83225], [21.81412, 20.53196, 12.13844], [17.16055, 17.20919, 14.07297], [15.37142, 17.89789, 13.07146], [25.17030, 23.27872, 24.30613], [21.87683, 19.61505, 19.96851], [17.96930, 11.05057, 20.93910], [20.55968, 20.39881, 26.21783], [19.68733, 13.94263, 17.45777], [15.93500, 16.30533, 21.78336], [14.40605, 21.52610, 12.26673], [20.10891, 19.76536, 15.37734], [28.14606, 25.99408, 21.26327], [10.05310, 21.48112, 10.07657], [21.88182, 10.72566, 20.83218], [17.68367, 18.45425, 17.81850], [30.01139, 25.41190, 25.50626], [17.29146, 18.37463, 12.25554], [26.34888, 22.50948, 22.58227], [22.04258, 25.13459, 25.77556], [21.67152, 23.75003, 21.81744], [15.27740, 21.76030, 21.54068], [18.53402, 20.05656, 27.27878], [25.37102, 22.44466, 23.37102], [13.75122, 19.41974, 22.33761], [21.56074, 18.13792, 13.31384], [22.37247, 22.95177, 24.36825], [12.67138, 21.78979, 10.22655], [15.41210, 15.57052, 20.96760], [22.16998, 18.61750, 28.88490], [27.70956, 24.81852, 23.58386], [16.58740, 17.81209, 13.13579], [19.86837, 12.73398, 20.20466], [14.30988, 13.41284, 17.08980], [20.35247, 17.50510, 28.85376], [19.64626, 17.73316, 19.73885], [14.79374, 14.17431, 15.12147], [12.41092, 20.15619, 26.08876], [14.40791, 12.53323, 19.40916], [18.20057, 17.76112, 20.00898], [14.96668, 14.32440, 13.62366], [14.74315, 19.44755, 21.23366], [21.13880, 22.53993, 22.36666], [13.54047, 18.20600, 23.17048], [20.21112, 17.91606, 14.11637], [14.91158, 20.81648, 20.56355], [21.09774, 18.33183, 28.13006], [17.28568, 17.50765, 18.78260], [19.16527, 16.75992, 28.43585], [22.30031, 12.05243, 20.42644], [20.27802, 18.37466, 15.52716], [11.98612, 22.05185, 8.90397], [10.55553, 22.40489, 9.19543], [14.06597, 21.15884, 9.95641], [22.55199, 22.89145, 25.89960], [21.20008, 13.03101, 20.77553], [22.16027, 23.64233, 20.57674], [21.71133, 15.06436, 16.91633], [20.99057, 26.09640, 25.99645], [28.76044, 24.73187, 21.32223], [21.91339, 18.41816, 20.61818], [27.80962, 24.53437, 25.01232], [22.71842, 9.73041, 20.25682], [22.09320, 18.01282, 30.12068], [16.67084, 19.62179, 28.57423], [14.86631, 14.68655, 17.23092], [20.94408, 17.29619, 30.09891], [21.67636, 23.97409, 26.55766], [20.45292, 17.98840, 20.93322], [14.27501, 13.12367, 15.78112], [17.09780, 10.02030, 21.46415], [14.49287, 20.47003, 11.20279], [17.80662, 12.57230, 16.94372], [16.66886, 21.82731, 21.83394], [17.23453, 20.56946, 27.61263], [28.07413, 26.47508, 19.87640], [18.70369, 19.42102, 25.00058], [28.66198, 25.52368, 25.84600], [18.70433, 13.27535, 21.04726], [20.28592, 15.20350, 17.62478], [15.30348, 21.27607, 13.33742], [20.08929, 20.54358, 16.59277], [28.94709, 24.59750, 22.83906], [21.66121, 21.97652, 11.86336], [21.27474, 18.23164, 11.87256], [18.26480, 13.96920, 17.04170], [16.96352, 18.22571, 16.61930], [21.03797, 22.72819, 23.83236], [23.22981, 20.19886, 19.95299], [18.19013, 12.11028, 21.87062], [19.24049, 20.48616, 26.10372], [12.52036, 18.62458, 24.22579], [15.16536, 15.17272, 16.00137], [8.86018, 22.03614, 10.68115], [20.79967, 19.63818, 11.55816], [19.52382, 15.28135, 28.20026], [23.00939, 19.74725, 28.55371], [30.71707, 26.60494, 25.69074], [13.57646, 12.81885, 18.16223], [30.32089, 27.34973, 24.94580], [23.16210, 12.30034, 21.06261], [12.38331, 22.90163, 8.34019], [14.01267, 14.67442, 13.22062], [20.14304, 16.78780, 14.17553], [22.37346, 21.80992, 26.15200], [15.28164, 11.91413, 19.21927], [19.43565, 18.25427, 13.46786], [13.03016, 17.54712, 22.52260], [29.11857, 26.58755, 19.42470], [19.28154, 20.12796, 17.24946], [19.09657, 14.04601, 21.63122], [15.57435, 16.04063, 15.59110], [20.41390, 23.55166, 24.12941], [17.78855, 12.04075, 17.92969], [11.94697, 21.16136, 10.64055], [23.75889, 9.99856, 20.39333], [18.86748, 11.90920, 22.63834], [17.49155, 16.37711, 18.42876], [27.53736, 27.43924, 19.90335], [21.32201, 22.11821, 10.81387], [12.09025, 21.09565, 8.44814], [18.55223, 14.74971, 28.15689], [21.82182, 21.73878, 22.10088], [15.71389, 20.02822, 28.92935], [22.63256, 24.57720, 20.20090], [22.98827, 19.97370, 27.50368], [28.25394, 26.51722, 25.67125], [29.75664, 24.82035, 20.88788], [16.86250, 22.77791, 22.31804], [23.96838, 19.54862, 19.39674], [19.85552, 21.55957, 16.28549], [22.45551, 18.44366, 21.51493], [15.10627, 13.36412, 13.13740], [14.03176, 20.18759, 22.94320], [26.96915, 24.19092, 23.23388], [16.25285, 9.73429, 20.81164], [14.45387, 17.82658, 23.60458], [22.81619, 20.61239, 29.15509], [20.09538, 16.32144, 19.19542], [10.55074, 23.40734, 9.67447], [23.01789, 21.12832, 19.51174], [26.80394, 24.57589, 25.37984], [23.57076, 20.41517, 20.97269], [22.70899, 23.92147, 24.06716], [9.97538, 22.54530, 8.28185], [22.03740, 18.98680, 13.62468], [16.71861, 10.38100, 22.40740], [18.48404, 16.71428, 29.28208], [27.59033, 25.61993, 19.33068], [12.87312, 19.77446, 22.01486], [20.41638, 17.08652, 21.51398], [17.69350, 9.13778, 21.70013], [20.16027, 14.90334, 28.98927], [14.93284, 15.13566, 18.20874], [13.87841, 12.20645, 15.31179], [15.15590, 22.09498, 13.97626], [13.80205, 11.89752, 20.07623], [12.53345, 17.81515, 24.95790], [15.63216, 19.10061, 21.75825], [11.30671, 20.08003, 25.98939], [18.02159, 13.76273, 20.36958], [28.49462, 25.31592, 26.96633], [11.52137, 18.61735, 23.76390], [17.74223, 14.47749, 17.78895], [20.69074, 21.84945, 24.24567], [17.29769, 21.70957, 20.94781], [21.90085, 24.04456, 27.60839], [28.27067, 23.60141, 25.02542], [13.09135, 11.85689, 17.88917], [20.62500, 17.44979, 11.53612], [22.19316, 18.15553, 11.34700], [22.67683, 9.58014, 19.16584], [19.87018, 19.83810, 12.01299], [20.98084, 13.08068, 21.84302], [23.08192, 22.29120, 24.05606], [16.68113, 20.51730, 26.69311], [30.54528, 27.02561, 26.70204], [17.28558, 21.60835, 27.96650], [21.52956, 26.99333, 25.80779], [12.69175, 19.41906, 26.88529], [29.62776, 25.35266, 23.23994], [17.94911, 18.80379, 20.42468], [22.61676, 12.09504, 19.34937], [15.50351, 20.15640, 11.15365], [31.82379, 26.47462, 25.44778], [28.28312, 23.92309, 20.88185], [18.60029, 17.27142, 27.64540], [15.70324, 15.05381, 13.53322], [16.39383, 18.73094, 27.99356], [15.14381, 20.30575, 13.86931], [14.71096, 22.09618, 9.74507], [13.83832, 19.66775, 11.52057], [12.62024, 21.19210, 26.32878], [22.84351, 18.21316, 30.86550], [19.76623, 13.13011, 19.25199], [18.26105, 14.45604, 16.06798], [20.43195, 16.66922, 30.85984], [29.27320, 23.56949, 23.04086], [14.48025, 18.63739, 20.53736], [24.06716, 19.49156, 28.80360], [22.22798, 17.35570, 13.54252], [18.11331, 17.00844, 20.80545], [20.10208, 22.48471, 21.92599], [17.23464, 12.43126, 22.31699], [23.57332, 23.11692, 26.10618], [9.14080, 22.70267, 11.50013], [14.74999, 13.41152, 19.86625], [16.79069, 12.60675, 16.46736], [22.36149, 17.64370, 19.95763], [15.89577, 18.34268, 16.80005], [8.29319, 22.60442, 9.89494], [22.60936, 22.47622, 11.98947], [17.22339, 17.26397, 16.20467], [18.44279, 11.90771, 16.34367], [22.93340, 22.84640, 20.53678], [19.82643, 18.45788, 19.07112], [16.36200, 21.32884, 12.91644], [20.81518, 19.03303, 27.19682], [20.13024, 25.81997, 25.42560], [19.92450, 18.75077, 21.51256], [19.64353, 11.75417, 20.11797], [20.61424, 23.73842, 26.42968], [19.46411, 17.94381, 16.14537], [18.84998, 21.47737, 25.78469], [15.69129, 20.71734, 19.73739], [8.25766, 21.24256, 11.05908], [21.04957, 20.45234, 17.04775], [17.31051, 18.89028, 15.85662], [13.92987, 21.21337, 20.24614], [16.92088, 21.05971, 22.55910], [20.72580, 26.00187, 27.05314], [16.18843, 17.53270, 18.94978], [20.83032, 19.66534, 10.42215], [19.94582, 15.30065, 27.14102], [19.67375, 16.01424, 17.26394], [21.31636, 18.19219, 15.94452], [20.91360, 22.46516, 12.48583], [27.33385, 25.75736, 23.38982], [21.38592, 23.54376, 19.76143], [22.46197, 8.78323, 20.73800], [21.45424, 14.03994, 20.45497], [13.86313, 20.60726, 9.03216], [17.24210, 19.45294, 29.51635], [12.72803, 22.59935, 10.76980], [12.75101, 13.41940, 18.51087]], "forces_ev_per_angstrom": [[0.377, 0.266, 0.142], [-0.394, -0.585, -0.005], [-0.424, 0.214, -0.585], [0.819, 0.588, 0.523], [0.274, 0.841, 1.425], [0.083, -0.467, 0.231], [0.915, 0.678, -0.340], [0.101, -0.154, 1.015], [0.797, -0.266, -0.978], [0.970, 1.173, 0.376], [-0.212, -0.507, -0.813], [-0.683, 0.314, -0.577], [-0.194, -0.567, -0.004], [-1.154, -0.353, 0.367], [0.961, -0.190, -1.251], [1.592, 1.643, -0.330], [-0.472, -0.081, 0.379], [-0.894, -0.174, 0.042], [-0.860, -0.072, -0.329], [-0.150, 1.120, 1.191], [-0.246, -1.486, -1.538], [-0.253, 0.964, 0.458], [-0.510, 0.759, -1.951], [-1.193, -0.478, 0.711], [-0.108, 0.997, -1.263], [-0.380, -0.226, 0.000], [-0.061, -0.699, -0.052], [0.030, -0.208, 0.395], [-1.055, 0.386, 1.195], [-1.226, -0.888, 1.328], [-0.705, 0.630, 2.620], [0.423, 0.421, -0.197], [0.880, 0.080, 0.260], [-0.996, -0.793, 0.161], [0.803, 1.632, 0.042], [-0.444, -1.431, 1.813], [1.485, 2.438, 1.633], [-0.326, -1.842, -2.241], [-1.529, -1.512, -0.488], [-0.521, 0.881, -0.539], [-1.354, 0.795, -0.775], [1.405, 0.898, -1.027], [-1.063, 0.931, -0.721], [0.152, 1.655, -1.165], [-0.257, -0.233, 0.238], [-0.374, -0.071, -1.277], [-0.029, -0.916, -1.224], [-1.470, -1.025, 0.171], [-0.167, -1.824, -0.500], [-0.495, 0.941, 1.148], [-2.405, -1.140, 1.370], [0.463, -1.616, -0.338], [-1.038, 1.726, -1.605], [-0.904, 1.184, 0.363], [1.898, -3.537, -0.419], [0.015, -0.195, 0.521], [-0.191, 1.190, -0.511], [1.778, -2.348, 0.133], [-0.570, -0.606, 1.042], [-0.025, -0.974, 0.344], [0.735, 1.634, -0.007], [-0.328, 0.907, 0.497], [0.615, 1.482, -0.036], [-0.890, 2.642, -0.138], [-1.352, -1.051, -0.307], [-0.067, 0.183, 0.425], [1.124, 0.217, -3.569], [-0.728, 1.403, 0.604], [1.583, -0.984, 1.108], [1.772, 2.547, 2.520], [-2.286, -2.486, -1.056], [0.634, 2.034, 1.211], [0.270, -0.447, -0.078], [-0.315, 0.007, -0.369], [-1.624, -0.465, 1.275], [-0.309, 0.005, 0.256], [-0.565, -0.528, 0.466], [0.989, -1.133, -2.308], [0.027, 0.601, -0.163], [0.058, 0.404, -0.282], [0.494, -0.165, 0.293], [-0.513, 1.722, 1.862], [-0.904, -1.721, 0.047], [-0.143, -0.287, 0.443], [1.598, 0.600, -1.067], [0.760, -1.172, 0.406], [-1.157, -1.161, -1.149], [-0.862, -0.810, 0.727], [0.689, -1.108, -1.213], [1.474, -1.203, -0.184], [1.393, -0.982, -1.255], [-1.318, -1.273, -0.681], [0.924, -0.810, -0.754], [-0.843, -1.202, -1.066], [0.546, 1.229, -0.050], [2.799, -0.490, -0.727], [0.431, 0.055, 0.290], [0.729, 0.677, -0.268], [-0.903, -1.334, 0.080], [-2.108, 1.157, -2.015], [-0.026, -0.527, -0.864], [1.012, -0.349, 0.802], [-0.908, -2.280, 0.215], [0.061, 0.607, -0.888], [2.121, 0.553, -0.988], [-0.936, 1.210, -2.631], [2.410, -0.625, 0.554], [0.857, 1.503, -0.768], [-0.653, -2.453, 1.784], [0.391, -0.291, 0.630], [0.031, 0.242, -0.375], [0.624, -0.533, 0.110], [0.188, 0.337, 0.141], [-0.083, 1.085, -0.475], [-0.370, 1.274, 0.091], [0.205, -0.093, -0.480], [-0.775, 0.560, 0.040], [0.049, -1.450, -0.602], [-1.262, 0.057, 0.780], [0.689, 0.526, -0.283], [0.639, 1.197, 1.184], [0.621, 1.336, -0.208], [-0.298, 0.392, -0.097], [-0.447, 0.670, -0.568], [0.842, 0.192, 0.367], [0.403, -0.148, 0.593], [1.239, -0.925, 1.288], [-0.391, 2.398, 0.430], [0.172, -0.729, -0.287], [0.357, -0.164, 0.514], [-0.170, -0.420, -1.080], [0.719, -0.043, 0.088], [-0.275, -0.547, -0.078], [0.025, -0.051, -0.051], [0.009, -0.310, 0.972], [-0.387, -0.005, -0.338], [0.165, 0.489, -0.089], [0.234, -0.263, -0.084], [-0.061, 0.225, -0.153], [-0.851, 0.740, 0.517], [0.114, 0.008, 0.172], [0.870, 0.144, 1.515], [0.694, -0.033, 0.249], [0.222, 0.198, 0.684], [0.084, -0.408, -0.182], [0.643, 0.510, -0.039], [0.318, 0.049, -0.349], [-0.664, 0.474, 0.225], [0.206, 0.312, 0.303], [0.078, -0.156, -0.128], [0.452, 1.094, -1.048], [-0.386, -0.498, 0.376], [0.071, -0.409, -0.041], [-0.490, -1.596, 0.466], [-0.058, -0.379, -0.185], [-0.241, 0.459, -0.192], [-0.478, -0.016, 0.275], [-0.011, 0.607, 0.317], [-0.011, 1.284, -0.006], [-1.086, -0.108, -0.458], [0.296, -0.538, 0.510], [-0.017, -0.062, -0.225], [0.201, -0.210, -0.199], [0.166, -0.100, 0.105], [0.307, 0.749, 0.472], [-0.063, 0.983, 1.153], [0.034, 0.646, -0.028], [-0.242, -0.028, 0.179], [0.481, 0.161, -0.424], [0.454, 0.098, 0.127], [-0.653, -0.328, -0.153], [0.171, 0.109, -1.513], [-0.007, 0.777, 0.345], [-1.080, 1.102, 0.970], [-0.948, -1.962, 1.154], [-0.129, 0.091, -0.109], [0.161, 0.361, 0.449], [0.335, -1.911, 0.609], [0.546, 0.634, -0.576], [-0.595, -0.318, 0.093], [1.048, -0.432, -0.345], [-0.807, 0.388, 0.116], [-1.412, 0.421, 0.077], [0.635, -0.293, 0.137], [0.382, -0.517, -0.832], [-0.771, 0.397, -0.298], [0.404, -0.261, -0.392], [0.150, -0.160, -0.004], [-0.657, 1.250, -0.391], [0.143, 0.779, -0.589], [0.255, -0.498, -0.406], [0.111, -1.324, -0.277], [-0.467, -0.087, 0.824], [0.976, -0.678, -0.165], [-1.574, -0.115, 0.611], [-1.554, -1.384, -0.905], [0.714, -0.188, 0.005], [1.413, 0.961, -0.705], [0.414, -0.255, 0.701], [0.000, 0.663, -0.579], [-0.809, -1.760, 0.204], [0.000, -0.395, -0.201], [0.432, -0.097, 0.103], [-0.096, -0.236, 0.108], [0.359, 0.033, 0.165], [-0.358, 0.279, 0.002], [0.717, 0.601, -0.767], [0.152, 0.374, 0.360], [0.016, 0.349, 0.041], [-0.683, -0.010, -0.278], [-0.952, 0.822, -0.378], [-0.931, 0.325, -0.263], [0.922, -0.836, 0.380], [0.246, -0.132, -0.008], [0.771, 0.214, -0.230], [-0.013, 0.085, -0.106], [0.129, 1.052, 0.793], [0.788, -0.398, 0.648], [-0.015, 0.106, 0.314], [-0.202, -0.108, -0.192], [0.368, -0.531, 0.827], [0.336, -0.264, 0.135], [-0.269, -0.578, 0.226], [-0.050, 0.573, -0.243], [-0.450, 0.317, -0.340], [0.357, 0.476, -0.498], [-1.079, -0.288, 0.752], [0.376, -1.197, 1.011], [-0.571, 0.397, -0.752], [0.397, 0.205, 0.213], [0.406, -0.957, 0.029], [0.004, 0.088, 0.071], [0.580, -0.021, -0.254], [-0.065, -0.018, 0.055], [-1.155, 0.199, 0.785], [-0.330, -0.616, 0.181], [0.724, 0.214, 0.693], [0.051, 0.844, -0.231], [0.468, -0.487, -0.603], [0.280, -0.323, 0.085], [-0.148, 0.610, -0.013], [0.583, 0.202, 0.385], [-0.500, 0.483, 1.313], [0.034, -0.827, 1.526], [-0.149, 0.306, -1.038], [-1.119, -0.302, -0.019], [-0.067, -0.334, 0.355], [0.445, -0.117, 0.033], [0.274, -0.724, 0.778], [0.242, 0.226, -0.020], [0.055, -0.062, -0.067], [0.783, -0.354, 0.503], [-0.021, -0.125, -1.027], [0.310, 1.541, 1.350], [-0.202, 0.757, -0.445]], "homo_lumo_gap_ev": 8.69, "largest_force_ha_per_bohr": 0.07849, "total_energy_ha": -5845.34060, "multiplicity": 1, "homo_ha": -0.52403, "charge": 4}